C24H29F3N2O2 | ωB97M-V with the def2-TZVPD basis set

The HOMO energy comes out at -8.45 eV. The gap between HOMO and LUMO is 0.33640 hartree. As for the net charge: 0.

Atoms and positions in Å:
C: 2.986 4.724 -0.917
O: 3.393 3.382 -1.034
C: 3.081 2.520 -0.026
C: 2.436 2.872 1.154
C: 2.169 1.903 2.106
C: 2.533 0.586 1.902
C: 3.169 0.226 0.718
C: 3.637 -1.185 0.535
O: 4.485 -1.660 1.270
N: 3.099 -1.888 -0.493
C: 3.585 -3.228 -0.737
C: 1.969 -1.460 -1.283
C: 0.657 -2.162 -0.898
C: -0.487 -1.635 -1.762
C: -1.811 -2.264 -1.338
N: -2.071 -1.951 0.050
C: -3.421 -2.219 0.496
C: -3.892 -1.126 1.477
C: -3.779 0.207 0.805
C: -4.861 0.794 0.160
C: -4.716 1.984 -0.532
C: -3.482 2.604 -0.608
C: -2.399 2.019 0.031
C: -1.037 2.644 -0.008
F: -0.656 3.108 1.198
F: -0.086 1.768 -0.387
F: -0.938 3.685 -0.850
C: -2.543 0.835 0.741
C: -1.049 -2.520 0.906
C: 0.311 -1.915 0.569
C: 3.452 1.191 -0.233
H: 3.460 5.216 -0.061
H: 3.310 5.211 -1.835
H: 1.898 4.808 -0.829
H: 2.134 3.890 1.344
H: 1.665 2.189 3.018
H: 2.334 -0.165 2.650
H: 2.867 -3.982 -0.408
H: 3.779 -3.361 -1.803
H: 4.508 -3.356 -0.175
H: 2.188 -1.663 -2.338
H: 1.832 -0.385 -1.159
H: 0.756 -3.240 -1.066
H: -0.300 -1.852 -2.815
H: -0.558 -0.554 -1.638
H: -2.620 -1.850 -1.945
H: -1.773 -3.357 -1.512
H: -4.087 -2.209 -0.370
H: -3.512 -3.205 0.980
H: -4.923 -1.331 1.767
H: -3.267 -1.147 2.369
H: -5.828 0.315 0.201
H: -5.568 2.430 -1.022
H: -3.358 3.526 -1.155
H: -1.691 0.400 1.236
H: -1.300 -2.301 1.946
H: -1.002 -3.620 0.794
H: 0.284 -0.839 0.744
H: 1.073 -2.348 1.220
H: 3.968 0.939 -1.147

Cartesian forces (eV/Å) of the 3 atoms listed first:
C -0.1 0.2 0.0
O 0.1 -0.3 0.0
C 0.0 -0.1 0.1

C24H29FeN2S5 | ωB97M-V with the def2-TZVPD basis set

The HOMO energy (spin up / spin down) comes out at -7.21 / -7.06 eV. Its spin multiplicity is 2. The gap between HOMO and LUMO (spin up / spin down) is 0.24487 / 0.25912 hartree. As for the net charge: 0.

Atoms and positions in Å:
Fe: -0.087 -0.493 -0.041
C: -1.955 -1.696 -0.144
C: -0.835 -2.542 0.066
C: -0.273 -2.222 1.319
C: -1.040 -1.170 1.888
C: -2.081 -0.854 0.986
C: -3.215 0.076 1.260
C: -0.903 -0.645 3.278
C: 0.858 -2.903 2.016
C: -0.470 -3.715 -0.785
C: -2.913 -1.730 -1.285
H: -4.106 -0.500 1.521
H: -3.448 0.680 0.384
H: -3.000 0.752 2.084
H: -1.426 0.299 3.413
H: 0.143 -0.490 3.538
H: -1.326 -1.367 3.981
H: 0.491 -3.493 2.859
H: 1.564 -2.169 2.409
H: 1.410 -3.572 1.359
H: 0.565 -4.015 -0.642
H: -0.645 -3.529 -1.846
H: -1.084 -4.576 -0.512
H: -3.861 -2.179 -0.981
H: -2.531 -2.300 -2.129
H: -3.128 -0.716 -1.633
C: 3.565 0.724 -1.984
C: 3.658 -0.212 -0.785
S: 2.360 -1.459 -0.545
C: 2.344 -2.274 -2.155
C: 1.501 -1.604 -3.244
S: -0.039 -0.848 -2.656
C: 0.013 0.719 -3.567
C: 1.324 1.514 -3.563
S: 2.107 1.802 -1.960
H: 3.615 0.166 -2.918
H: 4.463 1.347 -1.963
H: 3.646 0.364 0.139
H: 4.611 -0.746 -0.826
H: 1.995 -3.289 -1.984
H: 3.373 -2.364 -2.509
H: 1.261 -2.349 -4.006
H: 2.079 -0.830 -3.734
H: -0.779 1.315 -3.120
H: -0.270 0.526 -4.604
H: 1.085 2.495 -3.979
H: 2.052 1.084 -4.252
S: -1.031 1.442 -0.577
C: -0.851 2.410 0.862
C: -1.677 3.490 1.132
C: -1.477 4.248 2.281
C: -2.351 5.348 2.545
N: -3.069 6.219 2.754
C: -0.439 3.921 3.164
C: 0.390 2.837 2.890
C: 0.187 2.080 1.746
S: 1.197 0.719 1.338
C: -0.221 4.677 4.357
N: -0.034 5.263 5.327
H: -2.480 3.747 0.455
H: 1.186 2.589 3.577

Cartesian forces (eV/Å) of the 3 atoms listed first:
Fe -1.0 -1.0 0.9
C -0.1 0.3 -0.2
C 0.1 -0.3 -0.3

C24H30AgN6O3S | ωB97M-V with the def2-TZVPD basis set

The HOMO energy comes out at -9.19 eV. The gap between HOMO and LUMO is 0.21210 hartree. As for the net charge: +1.

Atoms and positions in Å:
Ag: -0.325 -0.007 0.251
N: -1.405 -2.064 2.531
C: -2.779 -2.287 3.068
C: -3.427 -0.937 3.358
C: -3.679 -0.086 2.108
N: -2.428 0.502 1.587
C: -4.396 -0.914 1.040
C: -3.721 -2.251 0.729
N: -2.396 -2.043 0.107
C: -3.544 -3.077 2.010
H: -0.952 -1.247 2.947
H: -1.582 -1.869 1.455
H: -0.812 -2.884 2.656
H: -2.732 -2.858 4.003
H: -2.821 -0.377 4.071
H: -4.387 -1.121 3.839
H: -4.366 0.720 2.404
H: -2.051 1.132 2.291
H: -2.687 1.107 0.810
H: -4.486 -0.331 0.122
H: -5.405 -1.124 1.393
H: -4.385 -2.803 0.049
H: -2.469 -1.371 -0.658
H: -2.068 -2.910 -0.311
H: -3.015 -4.004 1.782
H: -4.522 -3.353 2.396
C: 1.906 -2.889 -2.496
C: 0.917 -2.473 -1.612
N: 0.355 -1.274 -1.635
C: 0.756 -0.403 -2.597
C: 1.750 -0.741 -3.547
C: 2.331 -2.014 -3.473
C: 2.158 0.204 -4.531
C: 1.598 1.433 -4.583
C: 0.597 1.813 -3.645
C: 0.021 3.090 -3.665
C: -0.932 3.413 -2.725
C: -1.275 2.459 -1.771
N: -0.744 1.252 -1.706
C: 0.178 0.908 -2.640
H: 2.331 -3.875 -2.405
H: 0.562 -3.147 -0.840
H: 3.105 -2.286 -4.173
H: 2.934 -0.085 -5.224
H: 1.909 2.160 -5.318
H: 0.338 3.804 -4.408
H: -1.398 4.384 -2.707
H: -2.028 2.692 -1.026
N: 1.143 -0.093 2.260
C: 2.198 0.802 1.772
C: 3.116 1.362 2.651
C: 4.141 2.147 2.148
C: 4.226 2.364 0.790
C: 3.319 1.814 -0.087
C: 2.297 1.027 0.409
S: 5.705 3.183 0.099
O: 5.843 4.375 0.908
O: 5.346 3.387 -1.293
O: 6.665 2.118 0.352
H: 0.924 0.221 3.205
H: 1.590 -1.004 2.372
H: 3.036 1.178 3.717
H: 4.889 2.591 2.786
H: 3.449 2.012 -1.139
H: 1.586 0.547 -0.262

Cartesian forces (eV/Å) of the 3 atoms listed first:
Ag -0.3 -0.1 0.4
N 0.2 0.1 0.0
C -0.6 -0.1 0.4

C24H30AsCl2CuN7O2S5 | ωB97M-V with the def2-TZVPD basis set

The HOMO energy (spin up / spin down) comes out at -1.72 / -1.70 eV. Its spin multiplicity is 2. The gap between HOMO and LUMO (spin up / spin down) is 0.20444 / 0.20396 hartree. As for the net charge: -2.

Atoms and positions in Å:
Cu: -0.731 -2.511 1.928
S: -5.268 -2.239 1.044
As: -3.673 -3.484 1.701
S: -2.470 -2.537 3.322
S: -1.962 -3.302 0.267
S: -4.139 -5.495 2.112
C: -2.355 0.294 0.055
N: -1.943 0.391 1.446
C: -0.889 1.386 1.561
N: -1.340 2.720 1.104
C: -1.776 2.574 -0.290
N: -2.851 1.593 -0.457
C: -3.978 1.994 0.393
N: -3.605 2.119 1.806
C: -3.090 0.801 2.245
C: -2.515 3.088 1.901
H: -3.151 -0.449 -0.017
H: -1.498 -0.021 -0.541
H: -0.032 1.070 0.963
H: -0.570 1.457 2.604
H: -0.919 2.252 -0.889
H: -2.123 3.549 -0.653
H: -4.763 1.240 0.308
H: -4.359 2.959 0.042
H: -3.877 0.051 2.150
H: -2.791 0.868 3.294
H: -2.211 3.174 2.948
H: -2.876 4.065 1.560
C: -1.841 1.479 -3.915
N: -2.085 0.157 -3.419
C: -3.361 -0.504 -3.627
C: -3.177 -1.807 -2.849
N: -1.718 -1.923 -2.823
C: -1.141 -0.707 -2.979
S: 0.449 -0.354 -2.612
H: -2.024 1.529 -4.995
H: -0.801 1.731 -3.716
H: -2.495 2.193 -3.408
H: -3.523 -0.681 -4.700
H: -4.180 0.104 -3.241
H: -3.635 -2.663 -3.342
H: -3.572 -1.741 -1.832
H: -1.313 -2.519 -2.112
Cl: 4.353 2.001 3.116
C: 3.550 2.035 1.561
C: 2.470 2.884 1.410
C: 1.809 2.934 0.197
C: 2.274 2.171 -0.860
C: 3.372 1.341 -0.698
Cl: 3.958 0.528 -2.113
C: 4.016 1.192 0.540
N: 5.092 0.323 0.757
C: 4.991 -1.079 0.402
C: 5.885 -1.565 -0.545
C: 5.841 -2.888 -0.944
C: 4.879 -3.728 -0.390
C: 4.009 -3.250 0.575
C: 4.061 -1.921 1.004
C: 3.198 -1.443 2.148
C: 1.751 -1.924 2.128
O: 1.493 -3.143 2.283
O: 0.871 -1.049 1.959
H: 2.134 3.469 2.255
H: 0.918 3.539 0.092
H: 1.780 2.187 -1.822
H: 5.455 0.440 1.692
H: 6.588 -0.868 -0.983
H: 6.531 -3.254 -1.695
H: 4.806 -4.761 -0.707
H: 3.267 -3.897 1.025
H: 3.180 -0.361 2.197
H: 3.642 -1.815 3.077

Cartesian forces (eV/Å) of the 3 atoms listed first:
Cu 0.1 0.4 0.0
S 0.0 0.1 0.0
As 0.0 0.0 -0.1

Looking at energy above the lowest of the compared OMol25 structures with the same formula, charge and spin for the records above, in order, we have 0.000 0.259 2.878 0.000 eV.
Looking at DFT total energy for the records above, in order, we have -40587.5440 -116902.5322 -55286.4409 -224606.0122 eV.
Looking at largest force on an atom for the records above, in order, we have 0.010 0.033 0.022 0.009 hartree/bohr.